1.
This record from OMol25 describes a cluster of 2 separate species, C27H28BCl2F3NO8S3 in total at a distorted geometry. The level of theory is ωB97M-V with the def2-TZVPD basis set.

Cartesian coordinates (Å):
H1 -4.809 -7.655 -0.807
O1 -3.716 -1.755 7.407
H2 3.236 2.045 4.286
C1 0.410 -0.195 -2.993
O2 5.460 4.150 0.170
C2 0.095 0.361 -0.388
H3 3.633 0.621 -1.417
H4 7.265 4.725 -2.753
H5 -3.484 -5.276 -0.512
C3 5.329 1.305 -3.675
C4 6.539 5.006 -1.898
H6 4.276 1.479 1.768
C5 1.626 0.639 -0.200
C6 -2.728 0.807 -2.490
N1 -1.961 -0.365 -1.986
C7 -2.615 -1.041 -0.845
H7 2.082 0.924 0.809
C8 5.550 2.611 -1.806
F1 -4.524 -5.701 -2.292
Cl1 -4.580 2.828 -1.876
H8 -3.169 1.600 -0.326
C9 -4.432 -2.978 -0.118
C10 -3.673 -2.154 -1.181
C11 -2.182 -1.911 5.721
C12 -4.153 -2.699 1.387
H9 -0.062 -0.515 -3.995
C13 -2.344 -0.790 0.660
C14 -3.107 -1.602 1.772
O3 -1.461 -2.103 6.818
H10 5.530 5.387 -2.292
O4 6.712 2.987 1.803
S1 4.339 2.797 3.846
H11 -5.929 -3.795 -1.552
C15 4.300 2.612 1.978
H12 4.070 1.948 -5.504
C16 -4.571 -5.446 -0.855
H13 7.029 5.890 -1.356
H14 -1.184 3.014 -2.422
C17 -0.539 -0.056 -1.742
C18 -5.466 -4.132 -0.566
H15 -6.214 -6.798 0.080
F2 -2.381 -3.256 8.690
H16 7.359 3.401 -0.600
F3 -1.987 -0.946 8.834
C19 -3.585 -1.694 6.086
H17 -3.869 -2.355 -2.298
H18 -4.715 -3.339 2.144
B1 -2.379 -2.018 7.969
H19 4.449 2.950 -1.894
C20 3.911 1.561 -4.440
C21 6.307 3.732 -0.947
C22 1.931 0.069 -2.875
H20 -4.538 -6.852 0.897
S2 -1.048 0.492 1.085
C23 -5.087 -6.771 -0.113
C24 -2.986 1.973 -1.386
C25 -1.855 3.128 -1.491
O5 -4.498 -1.490 5.317
S3 2.996 -0.088 -4.407
H21 -6.216 -4.258 0.282
H22 3.308 2.265 -3.772
H23 -2.907 -1.453 2.897
H24 3.354 3.154 1.626
H25 -2.079 1.287 -3.318
C26 2.503 0.462 -1.478
H26 -2.389 4.145 -1.634
O6 5.771 0.147 -3.503
H27 5.621 1.604 -1.238
Cl2 -4.325 0.375 -3.289
O7 -1.732 -1.917 4.596
C27 5.606 3.275 1.280
H28 -1.233 3.237 -0.538
O8 6.113 2.408 -3.139

Computed properties:
Spin multiplicity = 1
Largest force on an atom = 4.97 eV/Å
Charge = -1
Highest occupied orbital energy = -6.416 eV
Frontier orbital gap = 7.7 eV

***

2.
This record from OMol25 describes a structure of composition C27H28BeF5N2OP2S5 at a distorted geometry. The level of theory is ωB97M-V with the def2-TZVPD basis set.

Cartesian coordinates (Å):
C1 14.261 14.077 12.678
C2 11.331 15.017 12.923
C3 10.007 15.289 6.772
C4 10.012 12.866 6.808
N1 8.353 12.421 10.168
C5 11.087 8.222 8.561
H1 9.635 11.942 7.279
H2 13.654 11.894 14.365
H3 13.159 10.888 11.909
C6 12.182 7.917 7.733
S1 17.703 17.954 6.836
H4 6.511 9.240 13.856
C7 13.226 12.984 12.640
C8 12.936 10.146 8.160
H5 11.925 12.012 14.167
H6 11.130 15.263 6.889
P1 10.039 14.370 9.211
C9 9.519 13.008 10.327
H7 9.670 12.726 5.819
H8 7.563 13.908 6.312
S2 16.078 15.520 7.384
C10 7.005 9.856 13.138
H9 12.982 13.464 14.654
F1 9.844 9.627 9.882
C11 10.954 9.421 9.148
H10 9.764 15.241 5.736
H11 10.392 15.509 12.660
H12 11.261 14.555 13.913
S3 12.667 16.732 9.776
C12 16.377 17.227 7.561
H13 5.235 9.721 12.025
H14 12.066 15.791 12.959
C13 13.774 11.777 11.878
H15 7.430 13.296 7.933
C14 8.752 11.193 12.244
C15 14.523 15.449 8.196
C16 8.293 10.270 13.208
H16 9.066 10.073 14.020
F2 13.861 11.082 7.852
H17 9.671 16.257 7.127
C17 11.876 10.493 9.019
F3 14.151 8.646 6.710
C18 6.700 10.954 11.012
C19 6.222 10.197 12.063
C20 9.386 14.066 7.466
H18 14.731 11.517 12.306
S4 15.126 17.973 8.506
S5 13.698 13.914 8.428
F4 12.429 6.664 7.287
H19 8.981 16.537 9.275
C21 12.879 12.570 14.053
H20 11.124 12.832 6.907
F5 10.154 7.247 8.765
C22 14.091 16.618 8.761
H21 15.162 13.764 13.193
O1 11.677 11.651 9.546
C23 9.068 15.734 9.982
H22 8.083 15.343 10.244
C24 13.083 8.910 7.471
H23 13.992 14.986 13.101
H24 13.975 11.956 10.785
H25 9.575 15.937 10.900
Be1 12.265 14.643 9.625
H26 7.578 15.069 7.793
P2 11.778 13.795 11.716
C25 10.279 12.797 11.526
N2 9.901 11.883 12.425
C26 7.974 11.507 11.088
H27 6.083 11.129 10.092
H28 14.554 14.331 11.633
C27 7.883 14.092 7.371

Computed properties:
Spin multiplicity = 1
Largest force on an atom = 2.81 eV/Å
Charge = -1
Energy above the lowest of the compared OMol25 structures with the same formula, charge and spin = 0.6280 eV
Highest occupied orbital energy = -4.308 eV
Frontier orbital gap = 5.7 eV

***

3.
This record from OMol25 describes a structure of composition C27H28ClN4S5Ti at a distorted geometry. The level of theory is ωB97M-V with the def2-TZVPD basis set.

Cartesian coordinates (Å):
S1 -2.888 -0.952 0.571
C1 1.011 -0.996 4.339
H1 1.263 -2.574 -1.918
H2 -1.901 -3.747 1.039
H3 -1.851 -4.321 -0.624
C2 -0.408 3.079 2.462
S2 4.231 -2.460 5.701
C3 3.322 -1.687 3.671
H4 -3.587 -0.204 -2.216
H5 -0.733 1.094 -4.283
C4 -4.003 0.539 -1.533
C5 -0.008 -0.896 5.245
C6 0.181 -2.703 -1.872
Ti1 -0.365 0.510 0.640
C7 -2.105 2.055 -2.931
C8 3.643 -0.984 -0.004
H6 2.168 -0.027 -1.191
C9 0.635 2.350 0.310
C10 -1.825 -3.427 -0.001
S3 -0.192 -2.671 -0.105
H7 2.902 4.144 4.001
C11 0.787 3.971 4.307
C12 0.793 -0.610 2.998
H8 -1.594 -1.865 -2.779
H9 0.811 4.369 5.313
N1 2.721 -1.920 5.868
C13 -0.521 -1.680 -2.749
C14 1.957 3.841 3.569
H10 -0.139 -1.758 -3.767
H11 -2.058 0.060 -3.771
N2 -0.421 -0.123 2.562
C15 -4.300 -0.093 -0.178
S4 -0.273 0.034 -2.205
C16 1.928 3.339 2.275
C17 3.983 -1.439 1.281
H12 -1.349 3.659 4.297
H13 -1.438 2.912 -2.848
H14 0.162 -1.181 6.276
H15 -5.107 -0.821 -0.262
S5 -2.833 1.890 -1.296
H16 -0.042 -3.704 -2.244
C18 3.066 -1.294 2.287
C19 2.331 -1.527 4.668
C20 1.802 -0.730 2.008
N3 4.450 -2.205 4.125
H17 -2.883 2.316 -3.647
H18 -2.391 0.226 3.145
H19 -4.621 0.662 0.541
C21 -2.991 -2.508 -0.347
H20 2.847 3.253 1.707
C22 0.733 2.942 1.674
H21 -0.055 2.935 -0.311
C23 -1.262 -0.451 4.797
H22 -4.920 0.936 -1.970
H23 4.345 -1.050 -0.824
C24 -0.421 3.581 3.747
C25 2.419 -0.423 -0.218
H24 1.605 2.317 -0.181
H25 4.948 -1.880 1.494
H26 -3.931 -2.979 -0.061
N4 1.460 -0.301 0.746
H27 -2.107 -0.390 5.468
C26 -1.424 -0.100 3.491
C27 -1.356 0.822 -3.433
H28 -3.028 -2.294 -1.414
Cl1 -1.906 2.500 1.725

Computed properties:
Spin multiplicity = 3
Largest force on an atom = 2.31 eV/Å
Charge = +1
Energy above the lowest of the compared OMol25 structures with the same formula, charge and spin = 0.2756 eV
Highest occupied orbital energy (spin up / spin down) = -8.275 / -10.461 eV
<S²> = 2.026
Frontier orbital gap (spin up / spin down) = 5.7 / 7.4 eV

***

4.
This record from OMol25 describes the molecule C27H28FN5O3. The level of theory is ωB97M-V with the def2-TZVPD basis set.

Cartesian coordinates (Å):
N1 0.767 -1.989 1.912
H1 0.176 -3.269 -2.036
H2 -1.905 1.561 -1.547
H3 0.387 1.489 -2.993
N2 3.293 -1.356 -0.610
C1 -0.481 -1.335 -1.375
H4 4.150 1.369 1.783
H5 -2.830 -0.219 2.973
H6 4.516 3.090 1.710
N3 0.965 -1.804 -3.215
C2 -5.196 -0.509 -1.527
O1 -0.325 0.440 1.605
C3 2.758 -3.675 -0.703
C4 -2.260 -0.824 2.265
H7 -1.946 -2.455 3.630
C5 1.818 3.131 0.208
C6 -0.436 0.028 -1.642
C7 1.845 -3.540 0.331
O2 -0.999 3.116 0.313
C8 0.221 -2.201 -2.201
H8 2.310 3.466 2.303
H9 1.816 1.825 1.929
H10 3.456 4.302 -0.555
C9 2.396 2.672 1.563
C10 -5.723 0.729 0.483
C11 1.669 -2.278 0.889
H11 1.645 -0.217 -4.300
C12 3.446 -2.557 -1.148
H12 0.849 -1.039 2.261
H13 -3.118 -0.813 -1.915
C13 3.868 2.308 1.310
C14 -6.116 0.045 -0.654
H14 -2.962 -1.415 1.674
C15 3.036 3.307 -0.703
C16 -0.401 2.197 -0.203
H15 2.775 3.193 -1.754
H16 1.271 -4.379 0.692
F1 -7.429 -0.077 -0.925
H17 2.343 -0.238 0.812
H18 5.040 2.453 -0.529
C17 -0.456 -2.563 2.100
C18 -1.331 -1.761 3.057
H19 1.224 4.042 0.308
H20 -6.467 1.165 1.130
C19 0.336 0.444 -2.727
C20 -3.432 0.282 -0.096
C21 -1.224 1.044 -0.857
H21 -1.061 -1.735 -0.559
C22 1.025 -0.506 -3.462
H22 1.356 1.270 -0.646
N4 0.927 2.136 -0.356
H23 -5.536 -1.027 -2.409
O3 -0.831 -3.578 1.556
H24 2.924 -4.636 -1.163
C23 -4.375 0.851 0.756
H25 3.744 1.260 -0.586
H26 -0.712 -1.179 3.740
H27 4.149 -2.615 -1.966
N5 -2.055 0.435 0.177
H28 -4.043 1.408 1.617
C24 -1.467 0.093 1.348
C25 2.440 -1.228 0.384
C26 -3.848 -0.385 -1.245
C27 4.019 2.247 -0.211

Computed properties:
Spin multiplicity = 1
SMILES string = O=C(CCC(=O)N(c1ccc(F)cc1)[C@@H](C(=O)NC1CCCC1)c1ccncc1)Nc1cccnc1
Largest force on an atom = 0.61 eV/Å
Charge = 0
Energy above the lowest of the compared OMol25 structures with the same formula, charge and spin = 0.0434 eV
Highest occupied orbital energy = -8.800 eV
Frontier orbital gap = 9.3 eV

***

largest force on an atom of number 1 (C27H28BCl2F3NO8S3)? 4.97 eV/Å

***

What is the formula in the second record? C27H28BeF5N2OP2S5

***

Look up the largest force on an atom of the second one. 2.81 eV/Å